1.
{
  "formula": "C4H5N3O",
  "method": "wB97M-V/def2-TZVPD",
  "elements": ["C", "C", "C", "C", "H", "H", "H", "H", "H", "N", "N", "N", "O"],
  "xyz": [[1.1175, -0.4189, -0.0160], [0.2847, 0.8480, -0.0334], [-1.2716, 0.6439, 0.6340], [-2.2954, -0.0765, -0.1336], [2.7330, -1.3970, -0.3632], [2.6802, 0.2772, -0.9720], [-0.6157, -1.5201, -0.0125], [-1.0976, 0.2328, 1.6440], [-1.7742, 1.7175, 0.8040], [2.4030, -0.3475, -0.2286], [0.3903, -1.5564, -0.0347], [-3.3276, -0.3433, -0.7807], [0.7734, 1.9404, -0.5072]],
  "lowdin_charge": [-0.469, -0.187, -0.110, -0.228, 0.176, 0.110, -0.003, 0.112, 0.164, 0.117, 0.140, 0.133, 0.045],
  "homo_ev": -10.19,
  "spin_multiplicity": 1,
  "orbital_gap_ev": 9.3833,
  "e_above_lowest_kcal_mol": 85.14,
  "smiles": "[H]/N=C(/N)C(=O)CC#N"
}

***

2.
{
  "formula": "C4H5N3O",
  "method": "wB97M-V/def2-TZVPD",
  "elements": ["N", "C", "C", "N", "C", "C", "N", "O", "H", "H", "H", "H", "H"],
  "xyz": [[-1.0705, -0.7361, -0.9902], [-1.0316, -1.0693, 0.3273], [-0.3315, 0.2516, -0.0393], [-1.0661, 1.4518, 0.2228], [1.9147, -0.8005, 0.2092], [1.1032, 0.3576, -0.0546], [1.2866, -1.8685, -0.0041], [-1.5700, -1.7043, 1.1778], [-1.9808, -0.4204, -1.3308], [-0.9725, 2.1473, -0.5093], [-0.8377, 1.8561, 1.1209], [3.0013, -0.7213, 0.3478], [1.5549, 1.2559, -0.4776]],
  "lowdin_charge": [0.182, -0.470, -0.423, 0.093, -0.263, 0.003, 0.229, 0.122, 0.132, 0.086, 0.089, 0.113, 0.107],
  "homo_ev": [-9.29, -8.67],
  "spin_multiplicity": 1,
  "orbital_gap_ev": [7.9005, 7.9235],
  "e_above_lowest_kcal_mol": 137.70
}

***

3.
{
  "formula": "C4H5N3O",
  "method": "wB97M-V/def2-TZVPD",
  "elements": ["C", "C", "C", "C", "H", "H", "H", "H", "H", "N", "N", "N", "O"],
  "xyz": [[0.8852, -0.5662, 0.0355], [-2.0136, 0.2567, 0.4366], [-0.9140, 0.8709, -0.4443], [0.4116, 0.8943, -0.0742], [2.7693, -0.3750, -0.0586], [-0.1388, -2.0287, -0.6549], [-3.1716, 0.2689, 0.1217], [-2.0649, -0.0682, 1.5355], [-1.3942, 1.3583, -1.1605], [1.9696, -1.0299, -0.0240], [-0.2370, -1.4476, 0.2294], [-1.2627, -0.6344, -0.3768], [1.3119, 1.7367, 0.2119]],
  "lowdin_charge": [-0.416, -0.096, -0.099, -0.262, 0.099, 0.155, 0.152, 0.137, 0.102, 0.197, 0.077, -0.122, 0.078],
  "homo_ev": -9.65,
  "spin_multiplicity": 1,
  "orbital_gap_ev": 9.2067,
  "e_above_lowest_kcal_mol": 129.99,
  "smiles": "[H]/N=C1/NN2C[C@H]2C1=O"
}

***

4.
{
  "formula": "C4H5N3O",
  "method": "wB97M-V/def2-TZVPD",
  "elements": ["C", "C", "C", "C", "H", "H", "H", "H", "H", "N", "N", "N", "O"],
  "xyz": [[-0.0572, 1.2849, 0.2218], [-1.3873, 0.7574, 0.0208], [-1.8131, -0.6174, -0.1692], [1.4949, -1.3836, 0.0696], [2.0171, 1.5247, 0.1436], [0.0163, 2.3625, 0.5103], [-2.1340, 1.4309, 0.0665], [-2.7868, -0.5599, -0.4905], [2.0478, -2.3061, -0.3147], [1.3414, 0.9135, -0.1601], [-1.0028, -1.6229, -0.1904], [2.1039, -0.3045, -0.2374], [0.1598, -1.4795, 0.5297]],
  "lowdin_charge": [-0.005, -0.066, -0.136, -0.182, 0.065, 0.108, 0.037, 0.083, 0.142, -0.008, 0.030, 0.055, -0.123],
  "homo_ev": -8.48,
  "spin_multiplicity": 1,
  "orbital_gap_ev": 8.5315,
  "e_above_lowest_kcal_mol": 154.50,
  "smiles": "c1cnocn[nH]c1"
}